one.
DFT (ωB97M-V with the def2-TZVPD basis set) results for a cluster of 2 separate species, C2H10N6 in total.

Computed properties:
- HOMO (spin up / spin down): -0.2833 / -0.2810 Ha
- HOMO-LUMO gap (spin up / spin down): 6.9 / 6.1 eV

Bonds (Å) are listed after each position.
Geometry (Å):
1 C -1.5762 1.7080 -1.0556  N3 1.442, H16 1.097, H17 1.099, H18 1.092
2 N 0.5832 -0.7355 0.5681  C4 1.509, N5 1.409, N6 1.394
3 N -0.7374 1.0153 -0.1087  C1 1.442, C4 1.312
4 C -0.5625 -0.2711 -0.2971  N2 1.509, N3 1.312, N8 1.291
5 N 0.1444 -1.5066 1.6631  N2 1.409, H9 1.015, H10 1.015
6 N 1.6179 -1.4259 -0.0606  N2 1.394, H11 1.022, H12 1.015
7 N 1.5680 1.2143 0.3429  H13 1.016, H14 1.022
8 N -1.2317 -1.0994 -1.0269  C4 1.291, H15 1.019
9 H -0.5210 -0.9512 2.1922  N5 1.015
10 H 0.9572 -1.7319 2.2281  N5 1.015
11 H 1.2573 -2.2394 -0.5627  N6 1.022
12 H 2.0520 -0.7607 -0.6923  N6 1.015
13 H 1.0451 2.0844 0.2980  N7 1.016
14 H 1.7514 1.0791 1.3388  N7 1.022
15 H -0.8992 -2.0573 -0.9278  N8 1.019
16 H -1.2978 1.5050 -2.0966  C1 1.097
17 H -2.6215 1.3906 -0.9365  C1 1.099
18 H -1.5294 2.7822 -0.8663  C1 1.092

two.
DFT (ωB97M-V with the def2-TZVPD basis set) results for the molecule C2H10N6.

Computed properties:
- HOMO (spin up / spin down): -0.2766 / -0.2681 Ha
- HOMO-LUMO gap (spin up / spin down): 7.9 / 7.3 eV

Bonds (Å) are listed after each position.
Geometry (Å):
1 C -0.6442 1.8293 0.3364  C4 1.525, H16 1.090, H17 1.090, H18 1.088
2 N -1.0880 -0.5183 0.8767  C4 1.459, N5 1.287
3 N 0.9379 0.1106 -0.4114  C4 1.509, N6 1.414, N7 1.445
4 C -0.5187 0.3800 -0.1220  C1 1.525, N2 1.459, N3 1.509, N8 1.401
5 N -0.9010 -1.7744 0.6654  N2 1.287, H9 1.013, H10 1.028
6 N 1.8344 0.1748 0.6804  N3 1.414, H12 1.016, H13 1.016
7 N 1.1143 -1.1480 -1.0988  N3 1.445, H11 1.015, H14 1.014
8 N -1.4164 -0.1032 -1.0829  C4 1.401, H15 1.017
9 H -1.4091 -2.4160 1.2627  N5 1.013
10 H -0.7138 -2.0451 -0.3080  N5 1.028
11 H 2.1073 -1.3529 -1.0453  N7 1.015
12 H 1.9677 1.0757 1.1302  N6 1.016
13 H 1.7367 -0.4280 1.4921  N6 1.016
14 H 0.8350 -1.0147 -2.0641  N7 1.014
15 H -1.7918 0.6727 -1.6231  N8 1.017
16 H -0.3425 2.4825 -0.4821  C1 1.090
17 H -0.0252 2.0354 1.2095  C1 1.090
18 H -1.6827 2.0394 0.5845  C1 1.088

three.
DFT (ωB97M-V with the def2-TZVPD basis set) results for the molecule C2H10N6.

Computed properties:
- HOMO: -0.3147 Ha
- HOMO-LUMO gap: 9.7 eV

Bonds (Å) are listed after each position.
Geometry (Å):
1 C 0.5214 -0.2019 -0.3566  N2 1.435, N4 1.660, N5 1.406, N6 1.413
2 N -0.7076 -0.3434 0.3700  C1 1.435, N3 1.424, N8 1.556
3 N -0.5532 -0.9978 1.6250  N2 1.424, H9 1.023, H10 1.016
4 N 0.9692 -1.7993 -0.4035  C1 1.660, H11 1.017, H12 1.017
5 N 1.4841 0.5917 0.2920  C1 1.406, H13 1.009, H14 1.012
6 N 0.2848 0.2186 -1.6845  C1 1.413, H15 1.012, H16 1.012
7 C -1.5087 1.9895 -0.0709  N8 1.254, H17 1.087, H18 1.090
8 N -1.4178 1.0022 0.6964  N2 1.556, C7 1.254
9 H -0.4738 -0.2817 2.3507  N3 1.023
10 H -1.4244 -1.4921 1.7954  N3 1.016
11 H 1.1764 -2.1315 0.5346  N4 1.017
12 H 0.2233 -2.3806 -0.7768  N4 1.017
13 H 2.1655 0.9954 -0.3326  N5 1.009
14 H 1.8826 0.1130 1.0896  N5 1.012
15 H -0.5494 -0.2164 -2.0566  N6 1.012
16 H 1.0826 0.0294 -2.2779  N6 1.012
17 H -2.1534 2.8097 0.2355  C7 1.087
18 H -1.0015 2.0951 -1.0300  C7 1.090

On energetic grounds, three is preferred over the next structure by 2.785 eV.

one.
DFT (ωB97M-V with the def2-TZVPD basis set) results for the ion C6H11N2O with charge +1.

Computed properties:
- HOMO (spin up / spin down): -0.4189 / -0.4189 Ha
- HOMO-LUMO gap (spin up / spin down): 8.0 / 8.0 eV
- Charge: +1

Bonds (Å) are listed after each position.
Geometry (Å):
1 C -1.2128 -0.8249 -0.7336  N7 1.332, O9 1.391, H10 1.105
2 C 0.9738 -0.0948 -1.2245  C3 1.496, N8 1.372, O9 1.264
3 C 1.8043 0.5449 -2.2913  C2 1.496, H11 1.169, H12 1.071, H13 1.042
4 C -2.6432 1.3090 2.0651  C6 1.370, H14 1.132, H15 1.093, H16 1.109
5 C 1.3031 -1.3314 0.9384  N8 1.469, H17 1.127, H18 1.153, H19 1.055
6 C -2.0374 0.3508 1.2961  C4 1.370, N7 1.195
7 N -1.5083 -0.0314 0.2946  C1 1.332, C6 1.195
8 N 1.5402 -0.2098 0.0197  C2 1.372, C5 1.469, H20 0.992
9 O -0.1763 -0.4707 -1.5912  C1 1.391, C2 1.264
10 H -1.9996 -1.1263 -1.4487  C1 1.105
11 H 1.3399 0.3126 -3.3387  C3 1.169
12 H 2.0729 1.5650 -2.1060  C3 1.071
13 H 2.6968 0.0200 -2.1781  C3 1.042
14 H -2.6327 2.2898 1.4993  C4 1.132
15 H -2.4168 1.2911 3.1346  C4 1.093
16 H -3.7386 1.1507 2.1271  C4 1.109
17 H 2.0897 -2.1086 0.7222  C5 1.127
18 H 1.6975 -0.8911 1.9287  C5 1.153
19 H 0.3506 -1.7839 0.9484  C5 1.055
20 H 2.4969 0.0389 -0.0619  N8 0.992

two.
DFT (ωB97M-V with the def2-TZVPD basis set) results for the ion C6H11N2O with charge +1.

Computed properties:
- HOMO: -0.4993 Ha
- HOMO-LUMO gap: 9.5 eV
- Charge: +1

Bonds (Å) are listed after each position.
Geometry (Å):
1 C 1.8532 -0.0045 -1.0101  C2 1.319, C4 1.552, H10 0.994
2 C 2.4266 -0.0300 0.1778  C1 1.319, N7 1.350, H11 1.056
3 C 0.5728 0.4913 1.4198  C5 1.528, N7 1.256, H12 1.053
4 C 0.4380 0.6164 -1.1492  C1 1.552, C5 1.569, H13 1.144, H14 1.038
5 C -0.3426 0.4228 0.1978  C3 1.528, C4 1.569, N8 1.577, O9 1.454
6 C -0.6817 -2.0268 0.4825  O9 1.411, H15 1.015, H16 1.105, H17 1.158
7 N 1.7997 0.2343 1.3443  C2 1.350, C3 1.256
8 N -1.5032 1.4776 0.3604  C5 1.577, H18 1.009, H19 1.044, H20 1.015
9 O -1.2177 -0.7282 0.3477  C5 1.454, C6 1.411
10 H 2.3134 -0.1994 -1.8695  C1 0.994
11 H 3.4151 -0.4019 0.1797  C2 1.056
12 H -0.0675 0.6604 2.2380  C3 1.053
13 H 0.4843 1.7595 -1.1363  C4 1.144
14 H 0.0163 0.1140 -1.9544  C4 1.038
15 H -1.2323 -2.4541 1.2207  C6 1.015
16 H 0.3630 -2.1059 0.8328  C6 1.105
17 H -0.8939 -2.5236 -0.5416  C6 1.158
18 H -2.0514 1.3777 -0.4813  N8 1.009
19 H -1.1103 2.4264 0.1701  N8 1.044
20 H -1.7623 1.1207 1.2749  N8 1.015

three.
DFT (ωB97M-V with the def2-TZVPD basis set) results for the ion C6H11N2O with charge +1.

Computed properties:
- HOMO (spin up / spin down): -0.4893 / -0.4894 Ha
- HOMO-LUMO gap (spin up / spin down): 7.9 / 7.9 eV
- Charge: +1

Bonds (Å) are listed after each position.
Geometry (Å):
1 C -1.7987 -1.2847 0.4148  C2 1.387, C3 1.374, H10 1.066
2 C -1.9851 -0.2344 -0.4719  C1 1.387, C4 1.352, H11 1.178
3 C -0.8522 -1.0708 1.3883  C1 1.374, N7 1.299, H12 1.101
4 C -1.9003 1.0410 -0.0315  C2 1.352, H13 1.069, H14 1.077
5 C 1.9226 1.1200 0.9143  N8 1.454, H15 1.119, H16 1.170, H17 1.023
6 C 1.4840 -0.3690 -1.8432  O9 1.480, H18 1.073, H19 1.142, H20 1.075
7 N 0.1096 -0.2065 1.5092  C3 1.299, N8 1.226
8 N 0.8681 0.1628 0.6192  C5 1.454, N7 1.226, O9 1.431
9 O 0.5275 -0.1277 -0.7402  C6 1.480, N8 1.431
10 H -2.2618 -2.2334 0.2690  C1 1.066
11 H -2.4455 -0.5654 -1.5047  C2 1.178
12 H -0.9866 -1.6307 2.3265  C3 1.101
13 H -1.7128 1.2210 1.0058  C4 1.069
14 H -2.2807 1.9195 -0.5250  C4 1.077
15 H 1.8177 1.1712 2.0275  C5 1.119
16 H 2.8734 0.6226 0.4472  C5 1.170
17 H 1.5686 1.9909 0.5114  C5 1.023
18 H 2.1559 0.3466 -2.2767  C6 1.073
19 H 0.8015 -0.7576 -2.6720  C6 1.142
20 H 2.0947 -1.1156 -1.3680  C6 1.075

On energetic grounds, two is preferred over the next structure by 0.657 eV.

one.
DFT (ωB97M-V with the def2-TZVPD basis set) results for the molecule C6H10Si.

Computed properties:
- HOMO (spin up / spin down): -0.2855 / -0.3081 Ha
- HOMO-LUMO gap (spin up / spin down): 7.5 / 8.2 eV

Bonds (Å) are listed after each position.
Geometry (Å):
1 C -1.7501 1.3141 -0.5083  C2 1.364, C3 1.360, H8 1.120
2 C -0.5629 1.9746 -0.3901  C1 1.364, H9 1.090
3 C -1.7173 -0.0371 -0.3566  C1 1.360, C5 1.560, H10 1.093
4 C 0.7108 0.3823 0.1032  C5 1.494, Si7 1.834
5 C -0.3302 -0.6788 -0.0429  C3 1.560, C4 1.494, C6 1.502, H11 1.141
6 C -0.4809 -1.8294 0.9112  C5 1.502, H12 1.073, H13 1.157, H14 1.024
7 Si 2.5104 0.5659 -0.1984  C4 1.834, H15 1.522, H16 1.576, H17 1.435
8 H -2.6326 1.9508 -0.7748  C1 1.120
9 H -0.3761 2.9626 0.0318  C2 1.090
10 H -2.5366 -0.7200 -0.5934  C3 1.093
11 H -0.4366 -1.1078 -1.0944  C5 1.141
12 H -0.2462 -1.5737 1.9262  C6 1.073
13 H 0.2601 -2.6783 0.6494  C6 1.157
14 H -1.4277 -2.2141 0.8417  C6 1.024
15 H 3.0032 0.1476 -1.5765  Si7 1.522
16 H 3.3393 -0.3601 0.7706  Si7 1.576
17 H 2.6733 1.9014 0.3012  Si7 1.435

two.
DFT (ωB97M-V with the def2-TZVPD basis set) results for the molecule C6H10Si.

Computed properties:
- HOMO: -0.3022 Ha
- HOMO-LUMO gap: 8.9 eV

Bonds (Å) are listed after each position.
Geometry (Å):
1 C -0.0719 -0.3300 -0.6472  C2 1.381, C5 1.628, Si7 1.877, H8 1.086
2 C 0.7661 -1.3074 -1.1459  C1 1.381, C6 1.301, H9 1.100
3 C -0.4715 2.8605 0.2508  C4 1.306, H10 1.064, H11 1.135
4 C -0.1738 2.0374 1.2206  C3 1.306, Si7 1.877, H12 1.128
5 C -1.3301 -0.8140 0.2655  C1 1.628, Si7 1.896, H13 1.108, H14 1.125
6 C 1.3092 -2.3217 -0.5388  C2 1.301, H15 1.127, H16 1.095
7 Si 0.0205 0.1718 1.1591  C1 1.877, C4 1.877, C5 1.896, H17 1.546
8 H -0.5172 0.1991 -1.4839  C1 1.086
9 H 0.8416 -1.1365 -2.2299  C2 1.100
10 H -0.4484 3.9237 0.2937  C3 1.064
11 H -0.9998 2.4436 -0.6637  C3 1.135
12 H 0.2517 2.5063 2.1541  C4 1.128
13 H -2.2986 -0.4960 -0.1697  C5 1.108
14 H -1.3088 -1.9340 0.1590  C5 1.125
15 H 1.3415 -2.3985 0.5853  C6 1.127
16 H 1.8351 -3.0654 -1.1458  C6 1.095
17 H 1.2546 -0.3389 1.9368  Si7 1.546

three.
DFT (ωB97M-V with the def2-TZVPD basis set) results for the molecule C6H10Si.

Computed properties:
- HOMO: -0.2997 Ha
- HOMO-LUMO gap: 9.1 eV

Bonds (Å) are listed after each position.
Geometry (Å):
1 C -1.8534 1.0977 -0.1479  C2 1.312, C3 1.481, H8 1.099
2 C -1.8331 1.3245 1.1445  C1 1.312, H9 1.106, H11 1.042
3 C -0.9264 0.0972 -0.7241  C1 1.481, C4 1.561, C5 1.513, H10 1.088
4 C 0.5857 -0.0280 -0.3560  C3 1.561, C5 1.269, Si7 2.001
5 C -0.1397 -1.0412 -0.1131  C3 1.513, C4 1.269, C6 1.546
6 C -0.1935 -2.5625 0.1537  C5 1.546, H12 1.021, H13 1.089, H14 1.101
7 Si 2.1235 1.2136 -0.0437  C4 2.001, H15 1.470, H16 1.410, H17 1.459
8 H -2.4343 1.5089 -0.9854  C1 1.099
9 H -2.5628 2.0090 1.6154  C2 1.106
10 H -1.3048 -0.3364 -1.6479  C3 1.088
11 H -1.5546 0.6599 1.8972  C2 1.042
12 H -1.1191 -2.9009 -0.1145  C6 1.021
13 H -0.1079 -2.9416 1.1709  C6 1.089
14 H 0.6055 -2.9522 -0.4954  C6 1.101
15 H 3.3840 0.8514 -0.7088  Si7 1.470
16 H 2.3046 1.2909 1.3521  Si7 1.410
17 H 1.6727 2.4208 -0.7277  Si7 1.459

On energetic grounds, two is preferred over the next structure by 0.892 eV.